# 1
The following is a quantum chemistry calculation of C25H55BBrI2N2O6 as an isolated structure in a non-equilibrium geometry, from the OMol25 dataset.

```
! wB97M-V def2-TZVPD RIJCOSX def2/J DEFGRID3
* xyz -1 1
C 4.3454 1.8224 2.2709
C 4.2424 1.4577 0.6477
C 2.9096 0.4898 0.4929
C 1.9576 1.1630 -0.6699
C 0.4197 0.5737 -0.7053
C -0.5729 1.3674 0.3761
C -2.0275 0.6158 0.2983
O -2.6959 0.1768 1.5466
B -3.9746 -0.3954 0.9950
C -4.1027 -2.0269 0.8350
C -5.3550 -2.5804 1.7909
O -4.2743 0.2433 -0.3135
C -3.1993 1.1737 -0.7030
Br -2.8687 0.7132 -2.6222
C -3.5433 2.7751 -0.7690
I -4.0598 3.2303 -2.8921
C -4.8411 3.2413 0.1209
C -4.4705 4.0239 1.5175
I -5.9843 4.7182 -1.0965
H 3.3155 2.3619 2.5276
H 4.3360 0.7757 2.8213
H 5.2686 2.4906 2.5371
H 4.0814 2.4884 0.0775
H 5.2193 0.9633 0.2341
H 2.3464 0.3437 1.5344
H 3.2882 -0.5427 0.0898
H 2.4471 0.9232 -1.7238
H 1.9284 2.3427 -0.5596
H 0.4901 -0.5391 -0.2811
H -0.0446 0.4831 -1.7765
H -0.5992 2.5261 0.2147
H -0.1183 1.1052 1.4477
H -1.7376 -0.4172 -0.2200
H -4.7822 0.0343 1.7337
H -3.1111 -2.6239 1.0215
H -4.4508 -2.2676 -0.2786
H -5.7840 -1.7593 2.5059
H -4.9054 -3.5144 2.3726
H -6.2300 -2.9853 1.0958
H -2.6561 3.4866 -0.4883
H -5.6115 2.3840 0.3542
H -3.4744 4.6683 1.4322
H -4.3136 3.2891 2.4422
H -5.3661 4.7298 1.8245
C 7.4642 -0.6641 9.1440
O 7.6452 -1.8296 8.3503
C 6.5782 -2.7799 8.4660
C 5.7054 -2.7922 7.1976
N 4.9160 -1.5630 7.0774
C 4.3313 -1.3428 5.7504
C 5.2772 -1.2970 4.5304
O 6.1158 -0.1429 4.4769
C 7.2459 -0.1894 5.3305
H 8.4201 -0.1361 9.1923
H 6.7352 0.0090 8.6898
H 7.1549 -0.9155 10.1636
H 5.9783 -2.6200 9.3692
H 7.0522 -3.7618 8.5600
H 5.0286 -3.6517 7.2316
H 6.3787 -2.9221 6.3459
H 5.5057 -0.7647 7.2975
H 3.8053 -0.3820 5.8017
H 3.5666 -2.1102 5.5777
H 4.6431 -1.2386 3.6372
H 5.8662 -2.2119 4.4116
H 7.6706 -1.1978 5.4065
H 6.9825 0.1971 6.3195
H 8.0123 0.4718 4.9256
C -2.6551 -0.5491 -5.1643
O -3.8918 -1.0565 -5.6483
C -4.8785 -0.0445 -5.8873
C -5.0815 0.1883 -7.3957
N -3.9180 0.8448 -7.9988
C -3.8814 0.7924 -9.4641
C -3.9238 -0.5906 -10.1501
O -2.7400 -1.3702 -9.9799
C -2.6286 -2.0152 -8.7231
H -2.0746 -1.3891 -4.7740
H -2.0779 -0.0917 -5.9696
H -2.8054 0.1739 -4.3562
H -4.6495 0.8888 -5.3604
H -5.8167 -0.4290 -5.4751
H -5.9666 0.8133 -7.5502
H -5.2710 -0.7888 -7.8487
H -3.0694 0.4090 -7.6474
H -2.9506 1.2870 -9.7664
H -4.7033 1.4064 -9.8527
H -4.0012 -0.4093 -11.2291
H -4.8134 -1.1714 -9.8865
H -3.5976 -2.3631 -8.3450
H -2.1470 -1.3477 -8.0026
H -1.9776 -2.8823 -8.8362
*
```

Output
Kohn-Sham gap = 0.2262 Eh
Energy = -128993.764 eV
Maximum force = 0.092 Eh/bohr
HOMO level = -4.2 eV

Mulliken atomic charge list, values in e, 6 entries: atom 1 (C): -0.560, atom 2 (C): -0.452, atom 3 (C): -0.416, atom 4 (C): -0.676, atom 5 (C): -0.283, atom 6 (C): -0.448

***

# 2
The following is a quantum chemistry calculation of C25H55BI2N6O6P as an isolated structure in a non-equilibrium geometry, from the OMol25 dataset.

```
! wB97M-V def2-TZVPD RIJCOSX def2/J DEFGRID3
* xyz 1 1
C 0.5103 -2.6693 5.0455
C -0.0714 -2.1975 4.1127
C -0.7836 -1.6995 2.9459
C -0.0958 -0.4810 2.2613
N 1.3063 -0.5596 2.3203
C 1.9412 -1.7177 1.6734
C 3.3081 -1.3626 1.1088
C 3.2765 -0.5048 -0.1672
C 4.5648 0.3361 -0.3205
C -0.6560 0.8576 2.8426
P -0.9465 0.9942 4.6438
O -2.0966 0.2300 5.1130
O 0.4162 0.6592 5.3901
O -1.1322 2.5805 4.7617
N -1.9401 1.0626 2.1170
C -1.9817 0.0140 1.2202
N -3.0383 -0.5911 0.8191
C -4.3893 -0.2450 1.2482
I -5.1454 -2.0422 2.1435
C -5.1812 0.3780 0.0659
C -4.7810 -0.1591 -1.3057
I -7.3022 0.1657 0.2429
N -0.6811 -0.4341 0.8524
O -0.0389 0.6592 0.2047
B -0.6239 0.9426 -1.0545
O -0.3731 0.1765 -2.1375
O -1.5261 1.9952 -1.1187
H 0.8488 -3.1146 5.9517
H -1.7975 -1.4483 3.2775
H -0.8783 -2.4934 2.1987
H 1.7450 0.3107 2.0460
H 1.3092 -2.1614 0.8979
H 2.0836 -2.4878 2.4356
H 3.7884 -2.3118 0.8607
H 3.9230 -0.9110 1.8915
H 2.3882 0.1268 -0.2022
H 3.2399 -1.1882 -1.0158
H 5.2821 -0.2660 -0.8807
H 5.0136 0.5497 0.6483
H 4.4017 1.2516 -0.8859
H -0.0247 1.7210 2.6050
H 1.1993 0.9492 4.8999
H -0.7227 2.9380 5.5612
H -2.0392 1.9609 1.6597
H -2.8955 -1.3670 0.1773
H -4.3186 0.4796 2.0518
H -4.9986 1.4516 0.0882
H -4.9732 -1.2292 -1.4037
H -3.7203 0.0133 -1.5161
H -5.3299 0.3806 -2.0739
H -0.2698 0.7043 -2.9385
H -1.1770 2.7823 -0.6811
C 10.9884 1.9299 3.9929
C 10.0857 0.9360 3.2783
N 8.9863 1.5654 2.5654
C 7.9851 0.6212 2.1091
C 8.3879 -0.4141 1.0500
C 9.3623 2.6001 1.6160
C 10.3137 2.2217 0.4726
H 10.4145 2.5529 4.6799
H 11.7417 1.3914 4.5687
H 11.5183 2.5806 3.2969
H 9.6498 0.2695 4.0276
H 10.7074 0.3025 2.6264
H 7.1250 1.1881 1.7383
H 7.6205 0.0817 2.9901
H 8.4690 0.0293 0.0583
H 7.6248 -1.1942 0.9888
H 9.3329 -0.9016 1.2882
H 9.8139 3.4212 2.1765
H 8.4436 3.0207 1.1977
H 11.1406 1.6007 0.8193
H 10.7470 3.1268 0.0431
H 9.8053 1.6946 -0.3332
C -7.3107 -2.6657 -3.7852
C -7.7776 -2.2026 -5.1573
N -9.0319 -1.4760 -5.1338
C -9.6017 -1.2796 -6.4578
C -8.8367 -0.4033 -7.4575
C -9.0804 -0.3269 -4.2488
C -8.0574 0.7974 -4.4761
H -8.0681 -3.2804 -3.2974
H -6.4055 -3.2658 -3.8947
H -7.0691 -1.8297 -3.1253
H -7.9242 -3.0888 -5.7799
H -6.9636 -1.6271 -5.6283
H -10.6121 -0.8807 -6.3367
H -9.7316 -2.2705 -6.9027
H -8.9292 0.6576 -7.2287
H -9.2476 -0.5504 -8.4576
H -7.7767 -0.6561 -7.5003
H -8.9753 -0.6782 -3.2189
H -10.0871 0.0952 -4.2904
H -7.0548 0.4097 -4.6688
H -7.9977 1.4250 -3.5829
H -8.3414 1.4438 -5.3040
*
```

Output
Kohn-Sham gap = 0.2038 Eh
Energy = -74204.493 eV
Maximum force = 0.029 Eh/bohr
HOMO level = -9.5 eV

Mulliken atomic charge list, values in e, 6 entries: atom 1 (C): -0.180, atom 2 (C): -1.312, atom 3 (C): -0.087, atom 4 (C): -0.456, atom 5 (N): 0.051, atom 6 (C): -0.522